1.
81
Properties=species:S:1:pos:R:3:forces:R:3:lowdin_spin:R:1 method="wB97M-V/def2-TZVPD" multiplicity=5 lumo_energy_ev="-2.135 / -5.555" charge=+1 max_force_ha_per_bohr=0.2167 de_lowest_kj_mol=332.3 homo_energy_ev="-9.342 / -9.554" s2=6.02 gap_ev="7.21 / 4.00" e_tot_ha=-2454.6110
Ir -0.44327 0.76535 -2.86379 -2.1571 0.9430 10.8928 0.044
C -0.35770 -2.46034 2.53700 -0.1860 0.1433 -0.4026 0.311
C 0.97954 -2.83035 2.23183 -0.2914 -0.0412 -0.1125 0.314
C 1.03887 -1.12762 3.77574 0.2572 0.0593 0.1678 0.336
C -0.32222 -1.37741 3.45446 -0.0924 -0.0046 -0.1471 0.326
C 1.83934 -2.02630 3.01731 0.1624 0.1414 0.1857 0.335
C -1.59682 -3.00642 1.94943 -0.7117 -0.8382 0.9854 0.163
H -1.39875 -3.86391 1.29955 -0.1591 0.1857 0.0881 0.000
H -2.11999 -2.19575 1.31071 0.3874 -1.3681 1.5152 0.057
H -2.31134 -3.31106 2.72912 0.2205 -0.0803 -0.0314 0.017
C -1.50743 -0.66526 3.97487 -0.1938 -0.0315 0.3926 0.049
H -1.84225 0.13810 3.29554 0.1689 -0.3067 0.1024 0.023
H -1.28163 -0.20879 4.94600 -0.1531 -0.0252 -0.2427 0.003
H -2.34439 -1.36588 4.10734 0.1716 0.2422 -0.0752 0.007
C 1.54720 -0.19714 4.79953 -0.0575 0.2941 0.3705 0.045
H 2.06943 -0.75384 5.59129 -0.0421 0.0521 -0.1624 0.016
H 0.72846 0.35648 5.26706 0.2320 -0.0188 -0.0947 -0.001
H 2.26099 0.53030 4.38926 -0.1758 -0.2100 -0.0467 0.014
C 3.30833 -2.14605 3.08636 0.3412 0.0070 -0.1125 0.046
H 3.60634 -2.82757 3.90017 -0.1151 0.1314 -0.1423 0.021
H 3.77749 -1.17432 3.28507 -0.1187 -0.2699 0.0090 0.006
H 3.71085 -2.55812 2.15124 -0.0486 0.1267 0.2818 0.004
C 1.42567 -3.83958 1.24778 -0.0292 -0.3337 -0.2240 0.045
H 2.11399 -4.57114 1.69438 -0.1219 0.2054 -0.0432 0.013
H 1.96645 -3.35758 0.41866 -0.0984 -0.0586 0.1878 0.016
H 0.57987 -4.38904 0.82322 0.2183 0.1004 0.0744 0.000
C -1.73188 1.14394 -4.24279 -1.2650 -1.0211 -3.2239 0.007
C -1.63749 -0.29918 -3.97155 -1.0948 0.5762 -2.8681 0.007
C -0.86837 -1.23075 -4.88514 -0.6194 -0.8795 -0.2595 0.001
C 0.64311 -1.30544 -4.57777 0.0042 -0.6353 -0.0007 0.000
C 1.05698 -0.27252 -3.54787 1.9556 0.5920 -1.6084 0.005
C 1.06966 1.16520 -3.96835 0.8655 -1.3622 -0.7677 0.011
C 0.54802 1.52829 -5.34615 0.2492 0.9080 -0.6508 0.001
C -1.01997 1.64695 -5.47340 0.2643 0.5905 -0.4298 0.001
H -1.06434 -1.04982 -5.95295 0.0860 0.1813 0.2992 0.000
H 1.23124 -1.22526 -5.49852 -0.0083 0.1723 0.0983 0.000
H -1.30299 -2.21368 -4.68575 0.1318 -0.1500 -0.2832 0.000
H -1.39762 1.07780 -6.33147 0.3224 0.1467 -0.0870 0.000
H -2.65539 1.67651 -3.97604 0.3193 -0.1953 0.3243 0.001
H -2.50972 -0.72515 -3.47612 0.2999 -0.0364 0.0907 0.000
H -1.27744 2.70034 -5.67253 0.0725 -0.3803 0.1550 0.000
H 0.96720 2.52750 -5.50330 -0.0406 -0.1991 -0.6176 0.000
H 1.73147 1.84834 -3.40785 -0.0345 -0.1485 -0.7512 0.003
H 0.92058 0.83541 -6.11682 0.0985 0.3496 0.2215 0.000
H 0.86153 -2.31462 -4.20539 0.0395 0.2351 0.1024 0.000
H 1.86112 -0.59528 -2.87034 -0.4559 0.1070 0.0462 0.002
P -1.64401 -1.42288 -0.19979 0.4887 1.6353 -3.0232 0.533
P 2.37227 1.25543 1.24016 -1.1719 -0.4504 -1.8254 0.023
C 0.11318 1.27216 -0.81822 1.1548 0.2230 0.3641 0.088
C 1.48108 1.87341 -0.43609 0.5346 0.3150 1.5679 0.010
H -0.26160 0.62394 0.01697 0.3593 0.2150 -1.0573 0.026
H -0.63178 2.10685 -0.84688 0.1134 -0.0445 -0.1614 0.005
H 2.21867 1.83840 -1.26448 -0.2513 0.0847 0.5261 0.002
H 1.30378 2.92667 -0.13938 0.3881 -0.2449 -0.4362 0.001
C 3.37166 2.71504 1.62974 0.0670 0.3202 0.1244 0.004
H 3.92463 2.52869 2.55086 0.1075 0.0313 -0.0013 0.000
H 2.72415 3.57298 1.80646 -0.0023 0.0440 0.0223 0.000
H 4.07393 2.94940 0.83019 0.0323 0.0882 -0.0145 0.001
C 3.71646 0.19298 0.55020 0.0797 -0.0526 -0.0097 0.002
H 4.40033 0.81951 -0.05026 -0.1274 -0.4621 0.2278 0.000
H 3.29065 -0.59990 -0.08925 0.1675 0.2618 0.2622 0.000
H 4.24995 -0.27936 1.39846 -0.0311 0.3015 -0.6669 0.000
C -3.29113 -1.03173 -0.88196 -0.6916 0.2413 0.2927 0.080
H -3.82683 -1.98401 -1.01779 -0.0283 0.3586 -0.1450 0.011
H -3.19700 -0.51963 -1.86588 -0.3492 -0.2626 0.9075 0.023
H -3.86016 -0.42690 -0.15646 0.1383 -0.0067 -0.5519 0.000
C -1.32285 -2.71942 -1.47783 0.1576 -0.5753 0.1296 0.059
H -0.51479 -3.40049 -1.14771 -0.1052 0.4565 -0.5304 0.000
H -1.11698 -2.22859 -2.46697 0.0225 -0.6221 1.0091 0.016
H -2.23009 -3.34219 -1.56557 0.3191 0.1849 -0.1743 0.008
F 0.14653 2.28549 3.19565 -1.0915 0.2120 -0.3150 0.013
C -1.07075 2.67585 2.69825 0.9585 0.6167 1.1303 0.085
C -1.60658 2.11875 1.57631 -0.0514 0.3364 0.1180 0.620
C -2.77968 2.58423 1.06536 -1.2153 0.5009 -0.6005 0.081
F -3.30490 2.10189 -0.10043 0.4207 0.3565 0.9765 0.011
C -3.47804 3.62077 1.73184 -0.1289 -0.3145 -0.4645 0.021
F -4.64894 4.06815 1.24229 0.7607 -0.2871 0.2954 0.013
C -2.94897 4.18888 2.89270 -0.1839 0.3395 0.1435 -0.017
F -3.59451 5.19139 3.52791 0.5348 -0.9369 -0.6064 -0.006
C -1.72916 3.72394 3.37835 0.4061 -0.3823 0.0287 0.021
F -1.18122 4.26495 4.48423 -0.3797 -0.3771 -0.7482 0.013

=====

2.
86
Properties=species:S:1:pos:R:3:forces:R:3:lowdin_spin:R:1 method="wB97M-V/def2-TZVPD" multiplicity=2 lumo_energy_ev="-6.588 / -8.094" charge=+2 max_force_ha_per_bohr=0.0657 homo_energy_ev="-13.087 / -13.073" s2=0.81 gap_ev="6.50 / 4.98" e_tot_ha=-4584.7475
Ir 1.30712 -0.38963 -1.05568 -0.1904 1.0897 -0.7510 0.062
C -4.30018 -3.63851 -4.09845 -0.1029 -0.3863 -0.3014 0.000
C -3.21885 -2.72332 -3.65223 0.2102 0.5445 0.1554 -0.001
C -3.22375 -1.37075 -4.00421 0.4707 -0.4535 0.3317 0.000
C -2.20706 -0.48968 -3.61678 0.6931 -0.6203 0.4829 0.000
C -2.27571 0.88161 -3.98890 0.4340 0.4433 0.0209 0.000
N -1.30628 1.73804 -3.89596 -0.4027 -0.8875 -0.1519 0.000
C -1.46188 3.16082 -3.97438 -0.2814 0.8806 0.1741 0.000
C -1.80883 3.71324 -2.57961 0.1445 -0.1073 -0.0746 0.000
C -0.86578 3.23841 -1.47082 0.2652 -0.6108 -0.7487 0.001
N -1.23520 3.92375 -0.25751 0.2814 0.3800 1.3496 0.001
C -0.63563 3.95611 0.91890 -0.3699 0.1344 -0.9038 0.001
C 0.47573 3.25935 1.45451 0.0700 -1.0515 -0.0732 0.007
C 1.14952 3.97221 2.46402 1.0399 -0.3300 0.3116 0.002
C 2.34323 3.54086 3.04276 -0.8771 0.4175 -0.4018 0.002
C 3.03621 4.33359 4.09249 0.2952 -0.0021 0.3530 0.000
C 2.88577 2.34810 2.58883 -0.7101 -0.2700 -0.6819 -0.001
C 2.23082 1.52651 1.65595 -0.7219 1.1651 0.1802 0.003
C 2.91866 0.34411 1.29661 0.3435 -1.1528 -0.8332 0.004
N 2.65918 -0.57886 0.40782 0.9398 1.5908 0.4843 0.016
C 3.63336 -1.65988 0.35724 0.6740 -0.7303 0.0020 0.000
C 3.45774 -2.58952 -0.83099 -0.3122 0.1582 0.1911 0.001
C 2.10022 -3.28127 -0.81740 0.5076 -0.4624 0.2505 0.001
N 1.02555 -2.39795 -1.24565 -1.1339 -0.5129 -0.5269 0.002
C 0.01662 -2.97542 -1.83714 0.9852 0.1196 0.5297 -0.001
C -1.09809 -2.37909 -2.48251 -0.6370 0.9331 -0.2426 0.000
C -2.14809 -3.20628 -2.90812 0.0818 0.7362 -0.2315 0.001
C -1.12643 -0.96905 -2.77816 -0.6944 -1.1795 -0.2918 0.001
O -0.26316 -0.16022 -2.32334 0.4358 1.2242 -0.2970 -0.003
C 0.91537 1.89743 1.15717 0.9627 0.8276 1.0799 0.013
O 0.12815 1.04024 0.66852 -0.9637 -1.2721 -1.1100 0.170
H -5.18594 -3.09117 -4.40478 -0.1257 -0.0211 0.0236 0.000
H -4.56316 -4.34996 -3.31868 -0.1252 0.0101 0.0388 0.000
H -3.95308 -4.21908 -4.95477 -0.1112 -0.0463 -0.0610 0.000
H -4.02595 -0.99685 -4.62140 -0.1846 0.0888 -0.0755 0.000
H -3.23198 1.24144 -4.35902 -0.0095 0.1919 0.0144 0.000
H -0.31310 1.48012 -3.70033 -0.0527 -0.2811 0.1943 0.000
H -2.26208 3.42974 -4.67024 0.1763 -0.0326 0.0018 0.000
H -0.50940 3.57348 -4.30913 -0.1285 -0.0453 -0.1011 0.000
H -2.83111 3.41684 -2.32676 -0.0490 0.0568 -0.0010 0.000
H -1.76822 4.80325 -2.63906 -0.0843 0.0347 -0.0286 0.000
H 0.17671 3.46459 -1.72372 -0.1409 -0.0416 0.1483 0.000
H -0.92904 2.15473 -1.31838 0.0761 0.1556 -0.0016 0.000
H -1.96576 4.61443 -0.39197 0.0543 -0.0462 0.2440 0.000
H -1.00850 4.74934 1.55885 -0.1162 0.0173 -0.0411 0.000
H 0.75509 4.93276 2.76439 -0.0541 0.1102 0.0584 0.000
H 2.59364 5.31785 4.21599 0.0516 0.0607 0.0176 0.000
H 4.09361 4.43931 3.85098 0.0019 0.1692 0.0044 0.000
H 2.98934 3.81168 5.05012 -0.0382 0.0856 0.0611 0.000
H 3.84372 2.03514 2.97701 0.1582 -0.1020 0.0496 0.000
H 3.86253 0.22877 1.83389 -0.1390 -0.2679 0.0911 0.000
H 3.53582 -2.24112 1.28286 0.0896 -0.0115 -0.0546 0.000
H 4.64610 -1.24828 0.32517 -0.0883 0.0643 0.0741 0.000
H 4.24239 -3.34478 -0.78033 -0.0208 0.0068 -0.0237 0.000
H 3.58014 -2.02936 -1.75814 0.0958 -0.0885 -0.0891 0.000
H 1.87324 -3.62140 0.20321 0.0828 -0.0799 -0.0291 0.000
H 2.13633 -4.15850 -1.47081 -0.0881 0.0897 0.1327 0.000
H 0.02578 -4.06553 -1.89031 0.1721 0.0385 0.0617 0.000
H -2.12156 -4.25460 -2.64988 0.0486 -0.2055 -0.0113 0.000
C 1.58714 -1.23114 4.36469 0.0327 0.0976 0.0350 0.004
C 0.73701 -2.22108 3.60635 -0.0901 0.3516 -0.7126 0.097
Sb -0.44908 -1.38272 1.91012 -0.8230 -0.9894 1.0819 0.404
C -2.10554 -0.45670 3.04886 0.5495 -0.0666 -0.5872 0.062
C -1.82429 0.93335 3.57124 0.0684 0.0718 -0.0296 0.002
C -1.50439 -3.24848 1.26474 0.3744 0.6106 -0.2413 0.098
C -1.97362 -4.05475 2.45231 0.0450 0.0793 0.2063 0.033
H 2.03897 -1.74097 5.21643 0.0567 0.0584 0.0252 0.002
H 0.99487 -0.40395 4.74958 0.0365 0.1001 0.0497 0.000
H 2.38731 -0.83327 3.74503 0.0763 0.0810 0.0205 0.000
H -0.03179 -2.63769 4.25248 -0.2311 -0.1067 -0.1052 0.013
H 1.34214 -3.02664 3.19535 -0.0956 -0.1023 -0.0850 0.000
H -2.28060 -1.14859 3.87095 0.0246 -0.2289 -0.0610 0.010
H -2.96748 -0.45592 2.38407 -0.0104 -0.1511 -0.0396 0.000
H -0.96039 0.94759 4.23181 0.0662 0.0883 0.0663 0.000
H -2.68756 1.27451 4.14041 -0.0114 0.0938 0.0622 0.001
H -1.65202 1.63201 2.75628 0.0343 0.0894 -0.0242 0.001
H -0.81474 -3.81937 0.64726 0.0760 0.0961 -0.0703 0.000
H -2.33954 -2.91834 0.64980 0.0532 0.1033 -0.1098 0.000
H -1.14099 -4.40085 3.05816 0.0143 -0.0807 0.1075 0.001
H -2.50603 -4.93440 2.08918 -0.0358 -0.0397 0.0110 0.010
H -2.65959 -3.48944 3.07750 -0.0798 -0.0197 0.1253 0.001
O 2.76310 -0.06535 -2.80290 -0.9756 -2.7546 1.6906 -0.036
Se 2.46913 1.55078 -2.74849 -0.9907 0.9768 0.2254 0.000
O 3.72181 2.45751 -2.82314 2.0306 1.1312 -0.0864 -0.001
O 1.76620 1.60712 -1.21412 -0.0753 -0.3308 0.5381 0.016
O 1.29606 1.92898 -3.75566 -1.0083 0.3148 -1.0667 0.000